No. 1
The molecule C15H22N2O3, computed with wB97M-V/def2-TZVPD.

Calculated values
HOMO-LUMO gap   9.27 eV
SMILES   CC[C@H](C)[C@H](NC(=O)[C@@H](N)Cc1ccccc1)C(=O)O
Molecular weight   278.4 g/mol
E_HOMO   -8.89 eV
E   -919.94564 hartree

Geometry as ORCA input:
```
! wB97M-V def2-TZVPD RIJCOSX def2/J DEFGRID3
* xyz 0 1
H 3.41271 -0.58681 -1.23208
H -0.22316 4.18800 0.54191
C -1.23260 2.29699 0.55692
C -2.42663 -1.96587 -0.95402
C 0.89012 -1.86602 -0.63665
H 5.14198 0.94060 0.88751
C -2.74035 -0.32496 1.37294
H 4.21282 1.59037 -0.60340
C -2.72896 -1.70963 1.50025
C -2.62488 1.75120 -0.06002
H -2.07936 -2.57114 -1.78243
O 0.53622 -2.34852 0.63632
H -3.36888 2.20424 0.57550
H 2.76173 2.00437 0.36534
H 5.36707 -0.53935 1.96466
H -1.15081 1.92030 1.56812
O 0.11676 2.17544 -1.39086
H 1.10486 -0.03418 -1.67259
H -2.65955 2.24804 -1.15144
H 2.45496 1.90275 -1.30322
C 4.82590 -0.13729 1.08952
C -2.56152 -0.57660 -1.10897
H 3.23564 -1.63446 1.08875
H -2.70483 -2.21388 2.53331
C 3.10257 1.38836 -0.54836
H 0.00999 0.10214 1.13146
H -2.52191 -0.07899 -2.05354
C 3.37482 -0.52863 1.03746
C 1.28025 -0.30359 -0.66701
C -0.15065 1.67836 -0.26681
H -1.68465 3.91663 -0.53316
C -2.49651 -2.51326 0.30618
N -1.30193 3.79630 0.51595
C 2.82562 -0.09825 -0.34554
C -2.64757 0.28211 0.03105
H 5.35004 -0.58597 0.23476
H -2.99080 0.26930 2.24267
N 0.34603 0.45247 0.10758
O 0.80064 -2.54833 -1.56224
H -2.40758 -3.54827 0.52493
H 2.74768 -0.10131 1.77326
H 0.91680 -1.60003 1.22761
*
```

No. 2
The molecule C4H6F2N2, computed with wB97M-V/def2-TZVPD.

Calculated values
HOMO-LUMO gap   9.12 eV
SMILES   CN/N=C/C(F)=C\F
Molecular weight   120.1 g/mol
E_HOMO   -8.21 eV
E   -465.17076 hartree

Geometry as ORCA input:
```
! wB97M-V def2-TZVPD RIJCOSX def2/J DEFGRID3
* xyz 0 1
H 3.25919 0.03284 -0.22866
C -2.82383 -0.95640 0.11892
N -1.16830 0.79616 -0.00530
F 2.13756 -1.65048 0.05262
C 2.27140 -0.32180 -0.04917
C -0.19984 -0.06657 -0.12058
F 1.36858 1.76355 0.10135
H -3.85627 -0.85608 0.37389
H -2.75921 -1.56804 -0.73800
H -0.37583 -1.11047 -0.45550
C 1.19556 0.43459 0.00818
N -2.41867 0.38910 -0.14719
H -3.07253 1.10074 0.08535
H -2.30158 -1.45238 0.90051
*
```

No. 3
A cluster of 2 separate species, C4H11NO3 in total, computed with wB97M-V/def2-TZVPD.

Calculated values
HOMO-LUMO gap   9.08 eV
SMILES   C=CN(C)O.OCO
Molecular weight   121.1 g/mol
E_HOMO   -8.45 eV
E   -439.33167 hartree

Geometry as ORCA input:
```
! wB97M-V def2-TZVPD RIJCOSX def2/J DEFGRID3
* xyz 0 1
H 0.38431 -1.94524 -0.85052
C 1.42632 1.37974 -0.51300
H -1.07914 1.24581 0.70458
H 1.18381 0.72891 1.26995
O 1.51618 1.55974 0.88235
H 1.74355 -2.35042 1.11260
O -1.16498 0.30874 1.03421
O 1.00815 2.63146 -1.06943
H 0.38505 0.65438 -0.83784
H 2.42539 1.10960 -0.86866
H -2.41835 -1.79504 -0.40270
C 0.16451 -1.43849 0.08425
H 0.68016 -1.22057 2.11951
N -0.81377 -0.43283 -0.11192
H -2.86920 -0.13331 -0.61154
H 0.50869 3.20592 -0.47035
H -1.86764 -0.91637 -1.86691
C -2.05732 -0.84094 -0.79392
C 0.84428 -1.75108 1.18935
*
```

No. 4
The molecule C10H10BrN3, computed with wB97M-V/def2-TZVPD.

Calculated values
HOMO-LUMO gap   8.69 eV
SMILES   N#CCC/C(N)=C(/Br)c1ccncc1
Molecular weight   252.1 g/mol
E_HOMO   -8.58 eV
E   -3125.27895 hartree

Geometry as ORCA input:
```
! wB97M-V def2-TZVPD RIJCOSX def2/J DEFGRID3
* xyz 0 1
C 0.30943 1.57645 0.96826
C 0.80100 0.27767 1.50227
N -2.47631 0.54687 2.34534
C 0.53373 -0.91720 -0.65388
H 1.16963 0.04564 -3.78538
C 0.93410 -0.80574 0.72391
C -0.59704 -1.77039 -0.96358
H -1.42664 2.51447 0.00081
N 1.18339 0.22080 2.83267
C 1.20125 -0.33750 -1.74507
H -1.23629 -2.23162 -0.26537
H 1.04099 2.15121 0.29088
H 0.72932 -0.46794 3.44877
Br 1.53330 -2.36116 1.69902
H -2.04869 -2.29272 -2.60901
H 2.13513 0.18810 -1.60599
C -1.03418 -1.74282 -2.25641
H 0.21491 2.42516 1.73573
C -1.95959 0.92181 1.39650
C -1.14649 1.52352 0.38574
H -1.32809 0.78253 -0.45836
N -0.44945 -1.02789 -3.23606
H 1.28030 1.14531 3.24019
C 0.63631 -0.36454 -2.99099
*
```

No. 5
The ion C3H3O4 with charge -1, computed with wB97M-V/def2-TZVPD.

Calculated values
HOMO-LUMO gap   6.53 eV
SMILES   O=C(O)/C(O)=C/[O-]
Molecular weight   103.1 g/mol
E_HOMO   -2.46 eV
E   -417.05998 hartree

Geometry as ORCA input:
```
! wB97M-V def2-TZVPD RIJCOSX def2/J DEFGRID3
* xyz -1 1
H -2.03002 1.33632 0.43306
O 0.05407 1.23810 -0.04137
H 0.90761 1.29934 -0.43149
H 0.95801 -2.15582 -0.13873
O 2.18411 -0.61669 -0.02785
C -0.36857 -0.10384 0.13389
C 1.08527 -1.14516 0.04890
C -1.66752 -0.52038 0.05088
O -2.09269 -1.68645 -0.06636
O -2.54193 0.60860 -0.02911
*
```

No. 6
A cluster of 9 separate species, C24H35BrN9O2P in total, computed with wB97M-V/def2-TZVPD.

Calculated values
HOMO-LUMO gap   8.40 eV
SMILES   CC(=O)OC[PH2](Br)c1ccccn1.CC#N.CC#N.CC#N.CC#N.CC#N.CC#N.CC#N.CC#N
Molecular weight   592.5 g/mol
E_HOMO   -9.13 eV
E   -4493.72016 hartree

Geometry as ORCA input:
```
! wB97M-V def2-TZVPD RIJCOSX def2/J DEFGRID3
* xyz 0 1
N -2.61685 -4.92169 6.97630
C 6.39317 -2.28982 1.91271
C -1.07408 -5.06583 3.71453
H -5.87791 3.87217 -4.56286
H 2.98591 6.76469 -3.90113
H 1.10002 -1.07723 -2.97434
C -1.66010 -3.97753 2.91434
H -4.12224 4.01151 -4.49122
H 6.71265 -1.56710 -0.07081
H -2.92144 4.47637 -0.06086
H -0.11076 -3.16195 -0.36839
C -1.96548 4.56071 -1.96816
Br 3.10050 -0.97458 2.43811
H 1.18303 2.33990 1.45966
C 2.21169 6.17900 -1.99942
N 1.19344 -5.44118 -2.20802
C -2.43115 -3.77443 6.92259
P 0.81091 -0.71510 2.21480
H 1.17728 -4.09424 -3.83486
H -1.91076 3.08035 -0.43048
N 0.70569 -1.95763 -6.17846
N -1.94439 4.87259 -3.08881
C -0.58216 -3.98967 -0.90869
H -1.63613 -2.04482 5.95556
C 1.75485 -3.90576 -4.74602
C -1.19295 3.08221 3.14450
H 0.66251 -2.16820 2.33358
C -4.94852 3.56172 -5.05187
C 0.40977 -4.80048 -1.63450
O -1.96657 0.80912 4.24081
C -4.92195 3.95651 -6.47016
H -1.61371 3.62983 2.17740
H -1.62256 -1.96476 7.71633
H 1.41686 3.57245 -1.20589
H 2.77969 -3.67421 -4.43721
C 1.02491 0.07976 0.44510
H -3.13625 -1.76089 6.83645
H 1.31642 1.67819 -3.36767
H -0.04924 -4.83427 4.02335
H -0.02066 3.22584 3.12111
C 6.48868 -2.49939 0.45838
C 1.16883 -2.81746 -5.54621
H -1.65165 -5.25430 4.62569
H -1.72392 -1.27076 2.65862
C 1.32559 2.41891 -1.03796
H 5.55344 -2.89003 0.04361
C 1.25531 1.28119 -2.24947
C 2.06295 6.38565 -3.44970
H -1.13092 -4.58589 -0.17198
H -4.86723 2.47615 -4.93248
C -1.63230 1.46842 3.12540
N 6.31760 -2.12418 3.06180
N -4.90086 4.26839 -7.59081
H 1.80861 5.45449 -3.96700
N 2.32930 6.01565 -0.85354
C -1.99205 4.16592 -0.54987
H 7.27873 -3.21366 0.20360
H 1.27169 7.10802 -3.67635
H 0.75763 0.06012 3.42752
C 1.12292 -0.32810 -2.04543
H -1.32240 -3.55297 -1.58740
C 1.19102 1.69558 0.46543
H -1.64780 3.59456 4.10582
H 1.79062 -4.84593 -5.30652
H -1.03831 -6.00600 3.15403
N -2.12323 -3.11769 2.28209
H -1.16577 4.61570 0.01077
N 1.00749 -0.90282 -0.67169
H -1.26845 -1.07557 0.83949
O -1.58897 0.79472 1.81695
C -1.09371 -0.58783 1.91508
C -2.19622 -2.32243 6.85473
*
```

No. 7
The molecule C3H6N4, computed with wB97M-V/def2-TZVPD.

Calculated values
HOMO-LUMO gap   9.68 eV
SMILES   CNn1ccnn1
Molecular weight   98.1 g/mol
E_HOMO   -8.96 eV
E   -336.74853 hartree

Geometry as ORCA input:
```
! wB97M-V def2-TZVPD RIJCOSX def2/J DEFGRID3
* xyz 0 1
N -0.23752 0.05047 -0.07251
N 0.71191 0.32834 0.92343
C 0.51783 -1.79928 0.73167
H -1.87224 1.14001 -0.17304
C -0.50067 -1.40692 -0.00508
H 0.48416 1.46261 -1.96778
H 0.96225 -2.62563 1.28642
H -0.02282 3.08273 -0.86496
H -1.10626 2.29399 -2.41318
H -1.13148 -1.76520 -0.92250
N 1.09831 -0.72547 1.32651
N -0.96227 0.84924 -0.86272
C -0.28158 2.02177 -1.41791
*
```

No. 8
A cluster of 8 separate species, C30H50N2O18 in total, computed with wB97M-V/def2-TZVPD.

Calculated values
HOMO-LUMO gap   10.53 eV
SMILES   C[C@H]1COC(=O)O1.C[C@H]1COC(=O)O1.C[C@H]1COC(=O)O1.C[C@H]1COC(=O)O1.COC(=O)OC.COC(=O)OC.CCCC#N.CCCC#N
Molecular weight   726.7 g/mol
E_HOMO   -10.21 eV
E   -2636.81995 hartree

Geometry as ORCA input:
```
! wB97M-V def2-TZVPD RIJCOSX def2/J DEFGRID3
* xyz 0 1
H 0.10285 0.65471 -2.94787
H 0.66448 3.78025 0.22630
O 3.70888 1.35378 3.88274
O -0.72366 5.37657 1.54676
C 1.84190 -4.77926 -2.92707
H -3.36255 -1.04879 -1.43338
O 0.78522 1.70440 0.25106
N 2.38958 -3.64687 1.52036
H 0.21715 -0.24477 2.70334
C -3.17044 0.35595 0.10974
C 1.24640 0.66079 -0.40241
C -1.07576 2.92640 -5.20272
H 0.38575 -1.64674 -4.62749
C -1.81416 0.17976 -3.74881
C 3.22634 -2.86843 1.29910
O 2.76709 -0.61536 4.40906
O 1.69777 -5.33167 -1.82497
H -1.49761 -5.46762 0.34039
H -2.48197 9.17385 4.47185
C -1.71503 5.97145 1.94814
H -3.33056 6.76024 4.23830
C 4.35294 -1.94152 0.93924
H 3.73215 -1.47387 -1.65898
H -2.65240 -1.17458 4.34100
H 1.57400 -2.12043 -0.55509
H 1.60440 -1.82048 -5.90590
H 5.00338 -1.91353 1.83661
O -2.86173 1.45191 -0.68835
H -2.76571 0.43456 2.26242
H 1.05510 -2.12802 5.86992
C -3.81262 6.74039 2.15386
C -1.21037 -4.43569 0.14569
O -2.06602 2.04196 1.20175
C -2.85082 8.77902 3.52561
O -1.81333 3.39316 -0.53850
C 1.38895 2.98964 0.08879
H 2.10171 -1.58805 -4.19763
C 1.36421 -2.03920 -4.84635
C 2.92659 0.40980 3.61857
H 0.62951 -4.11744 -5.33089
C 1.70595 -1.46181 3.94024
H 1.10991 -1.45954 -2.07921
N -1.47387 3.31433 -6.25556
C 2.76287 -4.27488 -4.87426
H -0.17807 -4.50578 -0.31602
H 0.28614 2.90040 -3.77219
H -3.84613 9.15634 3.36554
H -3.23836 -2.69080 4.85013
H 2.08792 -2.39694 3.62661
H -3.90116 -2.05434 3.43667
O 2.54022 0.70195 -1.04067
C -2.28821 2.42830 0.00256
C -0.65548 2.43550 -3.90759
C 0.70579 -1.48728 5.03130
H 3.41558 -3.14112 -1.60826
H 0.03797 0.61473 -4.65840
O 1.09492 -3.82510 -3.35326
C -2.10467 -3.49749 2.17310
O -1.08777 -3.63657 1.30505
H 5.90756 -1.57050 -0.50639
C -2.32974 0.65802 1.30896
H 2.24660 3.02749 0.84241
H -1.56245 -0.80119 -3.42892
H 5.70599 -3.18618 -0.25943
H -4.71275 6.25253 2.49211
O 2.14418 0.24089 2.54751
O 0.37256 -0.36889 -0.49631
H 1.92697 3.14554 -0.82996
H 3.00738 -4.72849 -5.82045
H -2.53516 0.50886 -3.02764
H -1.84543 -1.23110 -0.51215
C 5.10378 -2.30067 -0.33757
H 4.82696 -2.60076 -2.45759
H 0.53431 -0.47125 5.40337
C -2.92044 -1.02079 -0.53156
O -1.87320 -2.60310 3.16006
C 1.37743 -3.55086 -4.69983
H -0.28065 -1.85053 4.68325
O -2.89772 5.83762 1.45896
C -2.98771 7.26015 3.35619
O -1.71070 6.81838 2.95864
H -4.04734 7.56890 1.50068
H -1.39942 2.73841 -3.22794
H -2.25944 9.21245 2.71775
H -0.00689 -2.35188 -1.19973
H -2.27839 -0.02281 -4.74176
C 4.23150 -2.45745 -1.60539
C 0.79266 -1.59332 -1.11338
C -2.96734 -2.10651 3.98264
H 3.61191 -3.64623 -4.64782
H 1.22668 -1.38742 1.87845
H 3.87834 -0.97652 0.85397
O 2.77101 -5.09590 -3.73236
H -3.42921 -1.74655 0.07939
H -1.38749 0.18740 1.21528
C 1.15708 -0.70706 2.71330
C -0.49711 0.90455 -3.82165
H -4.21922 0.36679 0.31536
H -1.90036 -4.00266 -0.60321
O -3.30991 -4.20552 2.17280
*
```

No. 9
The molecule C18H14O3, computed with wB97M-V/def2-TZVPD.

Calculated values
HOMO-LUMO gap   8.60 eV
SMILES   Cc1ccccc1C(=O)Oc1cccc2c(O)cccc12
Molecular weight   278.3 g/mol
E_HOMO   -7.95 eV
E   -920.06897 hartree

Geometry as ORCA input:
```
! wB97M-V def2-TZVPD RIJCOSX def2/J DEFGRID3
* xyz 0 1
C 1.51445 2.50968 0.26544
C 3.73235 -1.93234 -0.56488
C -1.03205 0.44140 0.56421
C -2.75543 -1.91322 1.35351
O -0.30965 1.11302 -0.35786
C -2.97577 1.30920 -0.68760
C 2.36841 -2.12791 -0.81400
H -4.68488 2.04239 -1.73838
H 0.43054 -1.25550 -0.88257
C -2.44476 0.30686 0.12695
C 1.05295 1.27738 -0.11068
H 3.23131 3.68590 0.78428
O 5.52124 -0.46822 0.05145
C 3.30745 0.39460 -0.03668
H 6.02065 -1.28415 -0.07500
H -6.10983 0.13148 -1.07161
H -3.39291 -2.02069 2.22981
C 4.20266 -0.69900 -0.18771
C 1.92742 0.17631 -0.28105
H 4.81722 1.80463 0.52645
H 2.02742 -3.10691 -1.11570
C 1.47954 -1.09936 -0.68088
C 2.88327 2.70789 0.48877
C -4.56019 -0.81386 0.05528
H -5.18212 -1.65032 0.34122
H -2.34627 2.13786 -0.97291
C -4.28569 1.25600 -1.11577
O -0.56025 0.03682 1.59682
H -1.73626 -1.75935 1.68823
H 0.81590 3.32302 0.39200
H 4.41980 -2.76120 -0.67427
C -3.24468 -0.77625 0.51065
H -2.81109 -2.84281 0.78684
C -5.08283 0.18548 -0.74132
C 3.76210 1.67119 0.34696
*
```

No. 10
A structure of composition C5H10O4S2, computed with wB97M-V/def2-TZVPD.

Calculated values
HOMO-LUMO gap   11.06 eV
Molecular weight   198.3 g/mol
E_HOMO   -10.80 eV
E   -1293.70114 hartree

Geometry as ORCA input:
```
! wB97M-V def2-TZVPD RIJCOSX def2/J DEFGRID3
* xyz 0 1
H -2.46654 0.97313 -1.25850
H 0.38258 0.12950 -1.50701
H 3.49129 -0.04045 0.87888
C -1.69249 -1.29805 -0.09433
C 2.79633 -0.06261 0.01462
S 1.59975 1.35579 0.25707
H -1.01543 -1.92864 0.25257
C 0.23590 0.12354 -0.11780
H -3.17037 1.05102 0.07159
C -1.19724 0.11484 0.23992
O 1.47378 -2.25474 -0.74320
O 1.47404 1.85346 1.61452
H 3.31372 -0.25764 -0.96994
S 1.42482 -1.17556 0.19395
C -2.13951 1.22744 -0.23827
O 1.66171 2.35659 -0.78737
O 1.45112 -1.57051 1.60886
H -1.81666 -1.45863 -1.11024
H -2.68806 -1.44768 0.48903
H -1.82776 2.26249 -0.16293
H -1.29098 0.04669 1.36857
*
```

No. 11
A cluster of 2 separate species, C2H2INOS in total, computed with wB97M-V/def2-TZVPD.

Calculated values
HOMO-LUMO gap (alpha / beta)   7.68 / 7.92 eV
<S²>   2.0234
Molecular weight   215.0 g/mol
E_HOMO (alpha / beta)   -8.60 / -10.42 eV
E   -903.17311 hartree

Geometry as ORCA input:
```
! wB97M-V def2-TZVPD RIJCOSX def2/J DEFGRID3
* xyz 0 3
C 0.42250 0.96634 1.12223
O 0.74993 -2.30742 -0.78396
N 0.50264 0.83510 2.26734
I -2.22019 -1.83925 0.29507
C 0.30584 1.12873 -0.23434
H 1.18938 1.13708 -0.84599
S -0.34950 -1.46329 -1.18050
H -0.60061 1.54271 -0.63984
*
```

No. 12
The ion C5H12N5 with charge +1, computed with wB97M-V/def2-TZVPD.

Calculated values
HOMO-LUMO gap   12.02 eV
SMILES   Cn1nnn[n+]1C(C)(C)C
Molecular weight   142.2 g/mol
E_HOMO   -16.37 eV
E   -471.09984 hartree

Geometry as ORCA input:
```
! wB97M-V def2-TZVPD RIJCOSX def2/J DEFGRID3
* xyz 1 1
H 1.47589 1.96568 0.91118
H 0.03786 2.85992 0.55202
H 1.35603 1.41793 -1.28828
H -3.13470 -0.45244 -2.59794
N -3.29184 -0.30856 -0.16290
H -0.13818 1.54152 -1.86412
N -1.39834 0.39819 0.21554
H 1.66862 -0.32791 1.42489
H -0.05879 -0.87773 1.58780
C 0.43224 0.79026 -1.30497
H 0.38796 -0.22089 -1.80007
H 0.82199 -1.33764 0.01958
C 0.73475 -0.59385 0.86291
H -1.49106 0.45865 -2.65667
N -3.23338 -0.06995 1.08488
C 0.15421 0.66384 0.16513
C -2.14872 -0.33529 -2.20215
N -2.05931 0.48644 1.25976
C 0.39355 1.87624 1.00065
H 0.00163 1.79434 2.00985
H -1.60586 -1.28802 -2.34165
N -2.18802 -0.08819 -0.72947
*
```